# 1
Molecular formula: C42H54BrN5O3PPt
Method: DFT, the ωB97M-V functional and the def2-TZVPD basis

```
! RIJCOSX wB97M-V def2-TZVPD def2/J DEFGRID3
* xyz 3 5
C -1.865 -0.544 -2.954
C -0.591 -4.114 1.751
H -2.635 4.064 -2.649
C 0.208 -3.004 1.448
H 2.193 -3.953 -2.648
O 0.058 -2.084 0.678
N -1.054 -6.198 2.581
H 1.825 0.456 4.778
C 5.848 0.664 0.536
H -1.298 1.469 2.545
H 3.328 -4.073 3.644
C -2.298 -6.348 2.195
C 1.614 -2.785 3.676
H -3.170 1.590 -2.809
H 5.058 1.933 2.110
H 1.136 3.197 1.333
C 4.897 0.924 1.726
C -0.913 -2.843 -3.412
C -1.537 2.464 -1.742
H 4.014 2.348 3.947
C 1.820 3.522 2.120
C 0.163 -3.720 -3.343
C 5.168 0.959 -0.798
Pt -0.362 0.071 -0.316
H 2.072 6.142 4.306
H 1.250 4.742 4.931
H 2.216 -1.714 -1.570
C -3.316 0.873 3.054
H 2.800 3.687 1.658
H -3.405 1.720 -1.080
H 0.985 2.400 3.733
C 1.331 -2.073 -2.083
H 4.444 -0.961 -1.447
H 3.147 1.696 0.768
H 5.150 0.234 2.524
H 2.230 -0.566 0.074
C -1.702 3.764 -2.187
H 3.734 4.591 5.249
C 3.266 4.343 4.298
H 5.885 0.891 -1.613
H 1.552 5.658 2.082
H 4.116 -1.836 2.753
H 0.910 -3.527 4.036
H 5.000 -2.301 4.185
C 3.423 0.772 1.293
C 0.623 2.926 -1.054
H -2.884 -7.225 2.453
Br -4.527 -5.241 0.873
H 2.046 -2.276 1.685
C 1.124 -1.401 4.054
O 1.552 -2.992 2.137
H 1.534 2.533 -0.624
H -1.812 -3.106 -3.959
C -0.663 4.665 -2.038
C -2.670 1.472 -1.845
H -3.306 1.324 4.037
C -0.808 -1.606 -2.809
C -0.157 -5.276 2.450
C 4.025 -0.042 -1.029
C -1.935 -4.158 1.241
H 0.860 -5.469 2.785
H 2.976 -3.311 5.185
C -3.274 -0.196 0.537
H -4.187 -0.684 -1.347
C 1.315 -3.319 -2.686
C -4.417 -0.330 1.300
H -2.863 -1.751 -0.902
H 6.751 1.262 0.654
H -0.774 5.688 -2.378
C 1.315 4.829 2.750
H 4.284 0.062 4.428
H 0.752 -1.505 5.076
N -2.230 0.075 -1.666
C -4.434 0.201 2.582
H 6.168 -0.383 0.538
C 1.934 5.076 4.145
N -0.395 2.060 -1.179
H 3.957 4.674 3.518
H 4.792 1.987 -0.804
O 0.765 0.449 1.787
H -2.745 -0.935 -3.471
C 0.527 4.237 -1.465
C 1.948 2.452 3.208
H -2.290 -3.310 0.674
H 3.483 -0.937 5.600
P 2.063 0.792 2.519
C 3.279 -0.377 0.284
H 3.704 -1.291 0.716
C 3.021 -3.134 4.107
N -2.182 0.428 1.009
H -5.292 -0.825 0.892
C 3.553 -0.734 4.527
C 4.013 -2.006 3.829
H -5.321 0.110 3.198
N 0.288 -1.237 -2.124
H 0.260 -1.135 3.438
H -1.439 0.243 -3.575
C 3.065 2.819 4.218
H 3.320 0.345 -1.770
C -3.195 -0.710 -0.885
C 2.173 -0.268 4.038
H 0.225 4.797 2.827
H 2.799 2.446 5.211
C -2.759 -5.231 1.460
H 1.368 4.906 -1.348
H 0.106 -4.694 -3.813
C -2.203 0.964 2.236
*
```

Its LUMO energy (spin up / spin down) is -7.6 / -11.1 eV. For the gap between HOMO and LUMO (spin up / spin down), the calculation gives 6.72 / 5.45 eV. For the total energy, the calculation gives -5166.052045 a.u. The HOMO energy (spin up / spin down) is -14.36 / -16.51 eV. The calculation puts the largest force on an atom at 0.0145 hartree/bohr.

***

# 2
Molecular formula: C4H4N2O2
Method: DFT, the ωB97M-V functional and the def2-TZVPD basis

```
! RIJCOSX wB97M-V def2-TZVPD def2/J DEFGRID3
* xyz 0 1
N 0.509 -0.721 0.060
H -1.955 -1.079 0.966
H -1.902 -1.403 -0.794
C -2.143 -0.625 -0.012
O 2.838 -1.058 -0.109
H -3.171 -0.278 -0.095
O -1.366 0.589 -0.094
C 1.890 -0.350 0.000
C -0.081 0.410 -0.038
C 1.874 1.129 0.033
H 2.800 1.759 0.160
N 0.707 1.628 -0.076
*
```

Its LUMO energy is -1.1 eV. The SMILES is COC1=NC(=O)C=N1. For the gap between HOMO and LUMO, the calculation gives 9.48 eV. For the total energy, the calculation gives -414.781245 a.u. The HOMO energy is -10.60 eV. The calculation puts the largest force on an atom at 0.0636 hartree/bohr.

***

# 3
Molecular formula: C20H15NO4S
Method: DFT, the ωB97M-V functional and the def2-TZVPD basis

```
! RIJCOSX wB97M-V def2-TZVPD def2/J DEFGRID3
* xyz 0 1
H 1.463 -0.139 1.503
H -2.226 1.105 -2.802
C 2.826 1.182 2.220
O -0.288 2.243 -1.035
H -0.056 2.146 -1.980
H -1.259 2.270 1.479
C -0.856 -4.626 0.485
H -2.651 -3.687 1.069
C -0.969 -0.102 -0.430
C 4.385 2.152 0.701
H 1.912 -3.137 -0.670
C -3.222 2.285 0.695
C -1.697 -3.535 0.764
C 0.090 -2.064 -0.186
H 4.305 2.533 2.955
H 5.173 2.835 0.487
C -1.364 1.362 -0.634
C 2.161 0.535 1.200
O 1.189 0.663 -2.581
H -4.410 1.426 -2.502
H -2.750 -0.631 0.569
H 1.117 -5.325 -0.099
S 1.681 -0.125 -1.483
H 4.046 1.863 -1.337
C 3.894 2.045 2.000
C -3.769 1.620 -1.604
C -1.212 -2.258 0.349
H -3.599 2.617 1.638
C 0.942 -3.197 -0.298
C 3.719 1.517 -0.333
N 0.276 -0.802 -0.640
C -1.845 -0.905 0.231
C 0.425 -4.458 -0.034
C 2.531 0.778 -0.154
H 2.446 1.083 3.173
O -5.350 2.102 0.059
C -2.441 1.458 -1.817
H -1.213 -5.673 0.677
C -1.896 1.954 0.608
C -4.159 2.061 -0.288
O 2.653 -1.167 -1.951
*
```

Its LUMO energy is -0.5 eV. The SMILES is O=C1C=CC(O)(c2cc3ccccc3n2S(=O)(=O)c2ccccc2)C=C1. For the gap between HOMO and LUMO, the calculation gives 8.19 eV. For the total energy, the calculation gives -1524.890138 a.u. The HOMO energy is -8.66 eV. The calculation puts the largest force on an atom at 0.1079 hartree/bohr.

***

# 4
Molecular formula: C14H16
Method: DFT, the ωB97M-V functional and the def2-TZVPD basis

```
! RIJCOSX wB97M-V def2-TZVPD def2/J DEFGRID3
* xyz -1 2
C 0.212 -2.543 -0.813
H -2.330 -0.531 -1.675
C -0.993 2.646 1.090
H 0.858 2.569 2.092
C 1.333 -1.696 -1.213
H 2.106 -0.115 1.811
C 0.013 0.602 1.949
H 0.880 -1.325 2.245
H 1.464 -0.162 3.404
C -1.092 -2.215 -1.246
C -1.325 -0.905 -1.618
H -1.223 -1.153 1.975
C -1.152 -0.123 1.661
H 0.625 -3.506 -0.574
H 2.710 0.856 -1.320
C -2.195 0.567 1.115
C 1.087 -0.391 -1.703
H 2.989 -0.185 -2.748
H 2.327 -1.989 -0.897
C -0.237 -0.033 -1.942
C -0.010 1.966 1.818
H -2.878 2.475 0.157
H -0.448 1.022 -2.152
C 2.244 0.405 -2.232
H -1.064 3.709 0.904
C 1.161 -0.284 2.367
C -2.057 1.849 0.618
H 2.073 1.254 -2.910
H -1.869 -2.960 -1.093
H -3.209 0.194 0.929
*
```

Its LUMO energy (spin up / spin down) is 3.7 / 3.6 eV. For the gap between HOMO and LUMO (spin up / spin down), the calculation gives 2.88 / 7.38 eV. For the total energy, the calculation gives -542.977678 a.u. The HOMO energy (spin up / spin down) is 0.86 / -3.79 eV. The calculation puts the largest force on an atom at 0.0640 hartree/bohr.

***

# 5
Molecular formula: C34H42AuINP2
Method: DFT, the ωB97M-V functional and the def2-TZVPD basis

```
! RIJCOSX wB97M-V def2-TZVPD def2/J DEFGRID3
* xyz 1 1
C -1.854 -0.438 -3.944
C 0.528 1.847 -4.118
H 1.803 -1.159 -2.886
C -2.989 -0.558 2.519
C -1.159 -4.181 0.199
C 2.054 5.091 0.183
C -1.512 1.486 -1.154
H 1.502 -4.298 -0.758
C -2.791 2.073 0.814
H 3.402 2.502 4.587
C -1.458 -0.991 -2.568
C 2.108 2.979 1.435
H -0.621 -5.015 0.647
C -2.219 -2.152 4.169
H -4.092 -1.129 4.263
H -2.607 -1.577 -0.767
H 1.650 1.273 -2.406
C 1.766 -2.921 1.969
C -1.083 -2.380 3.400
H -3.437 -0.500 -1.873
C -3.178 -1.271 3.700
H -0.144 1.449 -4.876
C -1.960 1.139 0.146
H -2.608 -1.106 -4.363
C 1.513 -0.428 -3.642
C 3.446 4.389 3.537
H 1.486 -2.745 -1.583
H 1.108 5.000 -1.714
H 0.864 -0.924 -4.360
C 1.447 2.294 0.345
H -3.200 -2.194 -2.316
H -1.677 2.880 -2.808
H 0.530 -4.622 2.648
C -2.835 3.495 -1.149
H 1.458 2.125 -4.618
C -2.741 -1.338 -1.817
C 1.123 3.079 -0.723
H 3.194 -3.192 0.340
H -0.356 -3.102 3.744
H 0.596 2.665 -1.561
H 1.554 -4.972 1.265
H -1.901 -3.826 0.914
H 2.293 6.145 0.129
H -2.306 0.552 -3.857
C 1.497 -4.410 2.197
C -3.208 3.215 0.176
H -0.846 -2.338 -0.788
C -0.897 -1.693 2.210
C -0.230 -3.062 -0.265
H -0.856 -1.893 -2.702
C 1.406 4.458 -0.826
Au 1.006 0.246 0.453
H 0.098 2.766 -3.727
P -0.360 0.288 -1.755
H 0.393 -4.037 -2.090
I 2.015 0.402 2.989
H -3.209 4.376 -1.653
H -3.070 1.905 1.841
C 2.494 2.380 2.658
H -3.771 0.096 2.169
H 2.267 -4.812 2.858
C 0.872 0.830 -3.030
C 3.146 -2.735 1.328
C -1.977 2.647 -1.795
H 3.957 4.908 4.336
H -1.695 -4.571 -0.669
H -3.845 3.914 0.705
C -1.815 -0.709 1.782
C 2.417 4.362 1.340
H 1.778 -2.418 2.944
N -1.453 -0.038 0.606
C 3.135 3.022 3.676
C 3.085 5.035 2.396
H 3.301 6.088 2.269
H -1.033 -0.387 -4.651
H 3.416 -1.684 1.224
H 3.904 -3.219 1.947
H 2.423 -0.138 -4.168
H -2.355 -2.680 5.102
C 0.852 -3.556 -1.224
P 0.464 -2.004 1.045
*
```

Its LUMO energy (spin up / spin down) is -4.5 / -4.5 eV. For the gap between HOMO and LUMO (spin up / spin down), the calculation gives 5.01 / 5.01 eV. For the total energy, the calculation gives -2491.388481 a.u. The HOMO energy (spin up / spin down) is -9.53 / -9.53 eV. The calculation puts the largest force on an atom at 0.0193 hartree/bohr.

***

# 6
Molecular formula: C13H30IN2O2
Method: DFT, the ωB97M-V functional and the def2-TZVPD basis

```
! RIJCOSX wB97M-V def2-TZVPD def2/J DEFGRID3
* xyz -1 1
C 4.624 -3.583 2.590
H -2.982 4.161 0.234
H -3.485 3.871 -1.488
H -4.891 2.955 -2.907
H 3.201 -3.720 3.949
H -5.824 2.113 -1.707
H -0.725 1.310 -2.068
H 8.234 -1.381 3.297
H -0.407 3.027 -2.173
C -2.012 2.412 -3.356
N 3.860 -2.992 3.712
H 3.623 -2.436 0.906
C -3.958 1.061 -2.203
I -3.152 -4.277 5.219
H -1.802 2.270 1.370
C 6.064 -2.812 2.545
H -0.551 3.010 0.446
H 3.114 -2.346 3.498
H -3.463 1.252 -4.288
C -2.180 2.390 -0.829
O -3.998 1.250 0.258
H 8.280 -2.172 4.823
H -3.409 0.728 0.807
H -4.455 -0.748 -3.258
H 8.683 -2.990 3.237
H -2.423 0.203 -3.546
H 2.755 -3.760 1.661
H -3.634 -1.036 -1.641
C -1.202 2.290 -2.063
C -4.348 -0.446 -2.216
C -5.163 1.958 -2.560
H -2.654 3.283 -3.487
H 6.615 -3.378 1.794
C 3.741 -3.433 1.331
O 6.646 -2.799 3.862
H -0.841 1.233 0.263
H -1.442 2.458 -4.283
C -2.916 1.155 -3.350
H -5.334 -0.708 -1.833
H -5.734 1.487 -3.360
N -3.281 1.371 -0.902
C 8.006 -2.331 3.780
C -2.671 3.853 -0.764
H 5.904 -1.820 2.122
H 4.047 -4.078 0.507
H -1.910 4.594 -1.010
C -1.294 2.213 0.407
H 4.747 -4.662 2.674
*
```

Its LUMO energy is 2.2 eV. For the gap between HOMO and LUMO, the calculation gives 5.50 eV. For the total energy, the calculation gives -1070.953579 a.u. The HOMO energy is -3.26 eV. The calculation puts the largest force on an atom at 0.0750 hartree/bohr.